[1]
{
  "formula": "C4H12NO2",
  "method": "the ωB97M-V functional and the def2-TZVPD basis",
  "species": ["C", "O", "C", "C", "C", "O", "N", "H", "H", "H", "H", "H", "H", "H", "H", "H", "H", "H", "H"],
  "positions_angstrom": [[1.04082, 0.88958, -0.91794], [0.13942, 1.97701, -0.79530], [0.78683, -0.21704, 0.08629], [-0.68417, -0.74016, -0.07386], [-1.75063, 0.03284, 0.79160], [-1.16472, 0.51334, 1.99573], [1.90769, -1.07909, 0.17770], [2.01991, 1.31793, -0.61262], [1.14129, 0.57170, -1.94008], [0.54983, 2.75409, -1.18224], [0.64310, 0.34713, 1.04418], [-0.77790, -1.76748, 0.32385], [-0.99943, -0.65936, -1.16606], [-2.59820, -0.74932, 1.05158], [-2.28067, 0.88379, 0.33260], [-1.75324, 0.60569, 2.74762], [1.86072, -1.70506, 0.98697], [0.52997, -1.52499, -1.95222], [1.38937, -1.45060, -0.89780]],
  "forces_ev_per_angstrom": [[1.40, 1.82, 1.95], [-0.63, -1.19, -0.04], [-1.33, 3.04, 1.32], [-0.41, 0.07, 1.83], [-2.68, -0.90, 0.85], [1.21, -0.51, -0.52], [-2.50, 0.45, -2.64], [-0.07, -0.58, -0.57], [-0.02, -0.87, -1.18], [0.00, 0.09, -0.12], [0.21, -0.34, 0.32], [0.54, 0.26, -0.46], [0.89, -0.09, 0.30], [1.59, 1.42, -0.58], [0.65, -0.46, -0.50], [-0.46, -0.16, -0.22], [-0.54, -0.65, -0.52], [0.89, 0.05, 1.21], [1.25, -1.47, -0.43]],
  "nbo_charge": [-0.09, -0.69, -0.20, -0.41, -0.06, -0.74, -0.43, 0.22, 0.21, 0.50, 0.37, 0.26, 0.28, 0.19, 0.21, 0.51, 0.41, 0.26, 0.19],
  "gap_ev": 5.54,
  "total_charge": 1,
  "lumo_energy_ev": -8.96
}

=====

[2]
{
  "formula": "C19H20ClNOS",
  "method": "the ωB97M-V functional and the def2-TZVPD basis",
  "species": ["C", "C", "C", "C", "C", "C", "C", "H", "H", "C", "H", "H", "S", "C", "C", "N", "C", "O", "C", "C", "C", "C", "C", "C", "C", "C", "Cl", "H", "H", "H", "H", "H", "H", "H", "H", "H", "H", "H", "H", "H", "H", "H", "H"],
  "positions_angstrom": [[-5.01688, -3.34584, -0.08961], [-4.63151, -1.89790, 0.02144], [-5.22867, -0.84678, -0.82007], [-5.09161, 0.37668, -0.63812], [-4.27166, 0.66888, 0.24703], [-3.74321, -0.18781, 1.26414], [-4.02290, -1.57767, 1.19524], [-3.47502, -2.15072, 1.55330], [-3.07760, 0.24363, 1.90979], [-3.97507, 2.25420, 0.55680], [-4.98521, 3.09351, 0.54520], [-3.58980, 2.61016, 1.39237], [-2.99016, 2.77633, -0.94337], [-1.56212, 1.92595, -0.74951], [-0.65907, 2.11454, 0.25596], [0.41193, 1.20558, 0.50961], [1.77959, 1.49234, 0.13633], [1.97400, 2.76732, -0.04590], [2.85018, 0.67508, 0.00112], [4.00410, 0.89674, -0.03652], [5.08281, -0.10485, -0.29979], [4.79727, -1.36144, -0.31526], [5.95606, -2.23960, -0.48038], [7.19945, -1.86717, -0.16669], [7.50545, -0.41033, -0.32407], [6.53747, 0.33880, -0.03104], [6.82421, 1.78700, 0.32094], [8.55226, -0.06534, 0.04004], [8.00615, -2.64966, -0.27947], [5.80043, -3.43400, -0.67333], [3.91871, -1.68960, -0.69501], [4.25591, 1.86864, -0.41426], [2.42423, -0.39687, 0.26936], [0.27329, 0.12652, 0.47464], [-0.28484, 3.07908, 0.30473], [-1.14570, 2.23478, 1.36949], [-1.03757, 2.00339, -1.90350], [-1.96396, 0.83464, -0.48243], [-5.62934, 1.18165, -1.24354], [-6.16794, -1.13294, -1.48611], [-4.90249, -3.69022, -1.06597], [-6.22301, -3.50363, 0.38469], [-4.47816, -4.00306, 0.43174]],
  "forces_ev_per_angstrom": [[-5.38, 2.32, -0.21], [-2.83, 0.01, -0.66], [-4.33, -11.59, -2.10], [-4.61, 6.36, -5.98], [6.97, 6.38, 11.59], [-1.95, -0.59, -3.10], [-5.93, 11.94, -7.44], [8.07, -9.67, 7.04], [1.41, 0.86, 1.92], [-4.32, -0.34, -5.95], [2.50, -2.97, -0.52], [2.40, 0.55, 4.04], [-2.90, 2.92, 0.58], [-0.88, -5.85, -5.64], [1.89, 1.88, 8.07], [3.75, -4.79, -1.45], [-5.34, 10.63, -0.45], [-0.23, -3.79, 0.39], [-12.75, -9.61, 3.16], [13.72, 2.61, -3.89], [1.91, 4.93, 3.84], [4.15, -3.71, -2.34], [-2.41, -4.22, 1.14], [2.46, 0.87, -3.19], [6.42, -6.84, 2.80], [-8.36, -3.11, -2.78], [1.07, 9.12, 2.33], [-1.66, -0.60, -1.32], [-0.80, 1.19, 0.39], [0.06, 3.13, 0.63], [-2.98, -1.15, -0.28], [0.35, 0.99, 0.77], [1.33, 1.27, -0.71], [-0.44, 2.69, 0.13], [1.50, 1.90, -0.61], [0.06, -0.73, -2.46], [-1.27, -0.63, 3.19], [0.95, 1.27, -1.58], [0.80, -1.27, 0.81], [2.42, -0.12, 0.94], [-0.68, -0.57, -1.95], [3.43, 0.40, -1.83], [2.43, -2.08, 2.69]],
  "nbo_charge": [-0.59, 0.00, -0.17, -0.26, -0.01, -0.19, -0.19, 0.17, 0.20, -0.51, 0.23, 0.20, 0.26, -0.62, -0.26, -0.60, 0.62, -0.64, -0.27, -0.12, -0.03, -0.20, -0.21, -0.20, -0.21, -0.16, 0.16, 0.22, 0.22, 0.21, 0.21, 0.24, 0.16, 0.38, 0.26, 0.18, 0.25, 0.21, 0.23, 0.20, 0.21, 0.20, 0.21],
  "gap_ev": 8.12,
  "lumo_energy_ev": -0.29
}

=====

[3]
{
  "formula": "C17H24N2O",
  "method": "the ωB97M-V functional and the def2-TZVPD basis",
  "species": ["C", "N", "C", "H", "H", "H", "C", "C", "C", "N", "C", "C", "C", "O", "C", "C", "C", "C", "C", "C", "C", "C", "H", "H", "H", "H", "H", "C", "H", "H", "H", "H", "H", "H", "H", "H", "H", "H", "H", "H", "H", "H", "H", "H"],
  "positions_angstrom": [[5.18515, 0.32934, 0.55550], [3.90467, -0.00593, -0.03682], [3.65390, 0.81069, -1.21016], [3.70580, 1.86154, -0.93125], [2.65512, 0.61366, -1.59263], [4.38338, 0.62388, -2.01244], [3.80592, -1.43106, -0.32838], [2.36110, -1.91431, -0.47341], [1.54382, -1.68994, 0.80699], [1.34832, -0.28711, 1.07871], [0.31812, 0.46660, 0.61565], [0.45948, 1.81008, 0.47197], [-0.57220, 2.68909, -0.00291], [-0.40584, 3.88687, -0.17062], [-1.89869, 2.02625, -0.34985], [-2.15325, 0.79947, 0.52306], [-3.48304, 0.15932, 0.21465], [-4.45854, 0.06105, 1.19847], [-5.68542, -0.51962, 0.92853], [-5.95564, -1.01446, -0.33495], [-4.99160, -0.92267, -1.32438], [-3.76730, -0.34086, -1.05108], [-3.02946, -0.27331, -1.83767], [-5.19543, -1.30460, -2.31437], [-6.91227, -1.46769, -0.54900], [-6.43187, -0.58487, 1.70675], [-4.25595, 0.44708, 2.18771], [-1.00148, -0.19701, 0.34795], [-1.14865, -1.03368, 1.03457], [-1.00852, -0.59497, -0.67162], [-2.15720, 1.12522, 1.56955], [-2.69990, 2.75880, -0.23872], [-1.85698, 1.74104, -1.40481], [1.41284, 2.27009, 0.69086], [2.24229, 0.20025, 1.10986], [2.08141, -2.12458, 1.65627], [0.58139, -2.19547, 0.71876], [2.38102, -2.98171, -0.70043], [1.87002, -1.40521, -1.30374], [4.36772, -1.69041, -1.24273], [4.26260, -1.97195, 0.50518], [5.19572, 1.39137, 0.79624], [6.03220, 0.11536, -0.11287], [5.31724, -0.23561, 1.47762]],
  "forces_ev_per_angstrom": [[0.01, 0.00, 0.02], [0.27, 0.00, 0.04], [-0.09, 0.00, 0.03], [-0.03, 0.06, -0.05], [-0.06, 0.06, -0.07], [0.03, -0.03, -0.01], [-0.22, -0.13, -0.11], [0.12, 0.06, 0.29], [0.07, -0.23, -0.31], [-0.05, 0.28, 0.27], [-0.07, 0.09, 0.10], [0.38, -0.03, 0.10], [-0.35, -0.01, -0.23], [-0.03, -0.02, 0.02], [0.00, 0.21, 0.22], [0.04, -0.06, -0.28], [0.01, 0.02, 0.15], [0.07, 0.02, 0.00], [-0.11, -0.04, 0.03], [-0.10, -0.03, 0.02], [-0.01, -0.04, -0.09], [0.03, 0.01, 0.00], [0.09, 0.02, -0.09], [-0.01, -0.03, -0.07], [-0.07, -0.03, -0.01], [-0.06, 0.00, 0.06], [0.04, 0.05, 0.09], [-0.07, 0.07, 0.16], [0.04, -0.02, -0.07], [-0.03, -0.08, 0.00], [-0.01, -0.05, -0.06], [0.07, 0.02, -0.04], [-0.02, -0.02, -0.05], [0.14, 0.07, 0.03], [-0.17, -0.04, -0.06], [-0.10, -0.08, -0.04], [0.06, 0.02, 0.10], [-0.01, -0.03, -0.08], [-0.06, -0.05, -0.09], [0.07, 0.02, 0.08], [0.03, -0.01, -0.04], [0.07, 0.03, 0.02], [0.04, -0.01, -0.03], [0.06, 0.00, 0.03]],
  "nbo_charge": [-0.41, -0.46, -0.42, 0.21, 0.21, 0.17, -0.22, -0.42, -0.21, -0.60, 0.31, -0.46, 0.54, -0.59, -0.49, -0.23, -0.02, -0.21, -0.20, -0.22, -0.22, -0.17, 0.20, 0.21, 0.21, 0.21, 0.21, -0.45, 0.22, 0.22, 0.21, 0.24, 0.22, 0.21, 0.42, 0.19, 0.21, 0.22, 0.20, 0.17, 0.20, 0.20, 0.17, 0.20],
  "smiles": "CN(C)CCCNC1=CC(=O)C[C@@H](c2ccccc2)C1",
  "gap_ev": 8.64,
  "lumo_energy_ev": 0.70
}